# C73H178Cl12N10O21

17 unconnected molecules or ions with the total composition C73H178Cl12N10O21 at a distorted geometry (the ωB97M-V functional and the def2-TZVPD basis, the Open Molecules 2025 dataset).

CARTESIAN COORDINATES (ANGSTROEM)
1 Cl 2.0223 -2.9457 -10.2153
2 C 2.7770 -4.5619 -9.8924
3 C 3.2768 -4.6551 -8.4332
4 Cl 4.4623 -3.4031 -8.0114
5 H 3.6236 -4.7583 -10.5503
6 H 2.0547 -5.3451 -10.1225
7 H 3.6428 -5.6643 -8.2443
8 H 2.4176 -4.6019 -7.7645
9 Cl -3.5358 4.1634 -3.9205
10 C -3.4234 5.8509 -4.4201
11 C -4.7565 6.6420 -4.3181
12 Cl -5.9749 5.8923 -5.3856
13 H -3.0338 5.8157 -5.4375
14 H -2.6348 6.3736 -3.8789
15 H -4.5759 7.6601 -4.6631
16 H -5.1969 6.6020 -3.3219
17 Cl 6.9808 -9.3157 -2.9744
18 C 6.5138 -7.6408 -2.7117
19 C 5.1994 -7.3610 -3.4187
20 Cl 3.7686 -7.9045 -2.5587
21 H 7.3575 -7.0384 -3.0485
22 H 6.3423 -7.5596 -1.6383
23 H 5.2238 -7.7679 -4.4296
24 H 5.0690 -6.2978 -3.6207
25 Cl 1.6213 9.3270 4.2899
26 C 2.2072 7.8370 3.4857
27 C 1.1822 6.7041 3.5252
28 Cl 1.7972 5.1953 2.9058
29 H 3.1312 7.6284 4.0249
30 H 2.4311 8.1029 2.4526
31 H 0.4511 7.0541 2.7964
32 H 0.7637 6.5665 4.5222
33 Cl -6.9750 -5.2985 4.7451
34 C -6.8280 -5.1550 2.9781
35 C -7.1459 -6.4247 2.2091
36 Cl -8.8172 -6.9462 2.3520
37 H -5.7945 -4.8742 2.7749
38 H -7.5086 -4.4006 2.5836
39 H -6.4871 -7.1568 2.6763
40 H -6.8918 -6.3184 1.1545
41 Cl -4.1637 -5.2793 -6.0188
42 C -4.2870 -3.6970 -6.8383
43 C -3.3397 -3.7470 -8.0509
44 Cl -4.0316 -4.6917 -9.3892
45 H -3.8629 -3.0042 -6.1115
46 H -5.2926 -3.4515 -7.1800
47 H -2.3398 -4.1278 -7.8429
48 H -3.3049 -2.7240 -8.4255
49 C -2.3858 -5.8980 0.2058
50 O -3.0516 -6.8590 1.0189
51 H -2.3718 -4.8743 0.5798
52 H -1.3256 -6.1411 0.1347
53 H -2.8557 -5.8774 -0.7775
54 H -2.5114 -6.9993 1.8000
55 C 3.4055 10.2928 0.1668
56 O 4.7104 9.7858 0.2047
57 C 5.7227 10.4876 1.0188
58 C 7.0589 9.6769 1.0916
59 N 6.7411 8.3202 1.5700
60 C 7.9530 7.5330 1.6306
61 C 7.6621 6.0500 1.4418
62 O 6.7829 5.8524 0.3089
63 C 6.2430 4.5323 0.2781
64 H 3.4612 11.3639 -0.0277
65 H 2.9125 10.2324 1.1370
66 H 2.8073 9.8520 -0.6306
67 H 5.3165 10.6432 2.0183
68 H 5.9110 11.4532 0.5496
69 H 7.8006 10.1264 1.7520
70 H 7.4628 9.6377 0.0800
71 H 6.1496 7.8913 0.8727
72 H 8.5110 7.6111 2.5637
73 H 8.6906 7.6572 0.8377
74 H 7.0874 5.6598 2.2817
75 H 8.5857 5.4857 1.3132
76 H 5.6224 4.2732 1.1359
77 H 6.9467 3.7249 0.0755
78 H 5.6576 4.3808 -0.6288
79 C -9.6121 -0.9571 -4.8935
80 O -9.3347 -0.2535 -3.6877
81 C -8.8137 1.0875 -3.7515
82 C -8.5451 1.5074 -2.3203
83 N -7.9773 0.3853 -1.5320
84 C -6.5892 0.0971 -1.9872
85 C -5.9525 -1.0523 -1.2263
86 O -6.7678 -2.2426 -1.0919
87 C -7.1436 -2.8851 -2.3303
88 H -10.5245 -0.5340 -5.3136
89 H -9.8293 -2.0079 -4.7015
90 H -8.8074 -0.9594 -5.6287
91 H -9.3481 1.8997 -4.2442
92 H -7.9190 0.9812 -4.3650
93 H -9.4945 1.7856 -1.8627
94 H -7.9390 2.4128 -2.2881
95 H -8.4817 -0.4747 -1.6933
96 H -5.9361 0.9540 -1.8219
97 H -6.5439 -0.1644 -3.0444
98 H -5.6337 -0.7310 -0.2347
99 H -5.0129 -1.3647 -1.6820
100 H -6.3752 -2.8860 -3.1033
101 H -8.0128 -2.2994 -2.6296
102 H -7.4147 -3.9174 -2.1090
103 C -5.4680 1.6752 -8.7835
104 O -6.2155 1.1425 -9.8679
105 C -7.4140 1.8525 -10.0698
106 C -8.3595 1.2933 -11.1394
107 N -8.9556 0.0585 -10.5039
108 C -9.9645 -0.6241 -11.3292
109 C -10.6318 -1.6436 -10.3170
110 O -9.7377 -2.5192 -9.6285
111 C -9.0614 -3.5120 -10.4193
112 H -4.5616 1.0940 -8.6140
113 H -6.0538 1.7914 -7.8716
114 H -5.0921 2.6657 -9.0394
115 H -7.2575 2.8458 -10.4903
116 H -7.9215 1.9307 -9.1084
117 H -7.9038 1.0734 -12.1048
118 H -9.1884 1.9941 -11.2386
119 H -8.2050 -0.5909 -10.3168
120 H -9.4845 -1.1476 -12.1560
121 H -10.7497 0.0449 -11.6813
122 H -11.3727 -2.2584 -10.8281
123 H -11.1792 -1.1105 -9.5397
124 H -8.3228 -4.0611 -9.8352
125 H -8.4664 -3.0782 -11.2230
126 H -9.8108 -4.1903 -10.8270
127 C 0.1120 -12.4681 2.8604
128 O 0.1816 -11.1380 3.4988
129 C 0.4008 -10.0788 2.6272
130 C 0.4649 -8.7915 3.5181
131 N -0.7785 -8.5659 4.2741
132 C -0.4953 -7.6061 5.3400
133 C 0.1340 -8.3357 6.5418
134 O -0.7323 -9.4741 6.8527
135 C -0.2479 -10.1407 7.9931
136 H -0.4526 -13.1640 3.4809
137 H 1.1266 -12.8649 2.8967
138 H -0.2609 -12.4133 1.8377
139 H -0.4293 -9.9742 1.9286
140 H 1.3601 -10.2862 2.1532
141 H 0.7349 -7.8764 2.9910
142 H 1.3400 -8.9675 4.1437
143 H -0.9827 -9.4644 4.6876
144 H -1.3802 -7.0270 5.6039
145 H 0.1980 -6.8460 4.9798
146 H 0.2370 -7.6437 7.3776
147 H 1.0882 -8.7822 6.2619
148 H -0.8150 -11.0696 8.0535
149 H -0.2929 -9.6282 8.9541
150 H 0.8041 -10.4128 7.9079
151 C 2.6863 1.5001 6.5432
152 O 4.0465 1.1093 6.3699
153 C 4.3446 0.4030 5.1245
154 C 5.8630 0.1133 5.0771
155 N 6.6002 1.3708 4.9312
156 C 8.0576 1.2086 5.1630
157 C 8.8264 0.4244 4.0886
158 O 8.6051 -0.9499 3.9012
159 C 8.9062 -1.8106 4.9404
160 H 2.6081 1.8192 7.5825
161 H 2.0475 0.6434 6.3284
162 H 2.4498 2.3244 5.8704
163 H 4.0543 0.9384 4.2205
164 H 3.7854 -0.5326 5.1270
165 H 6.2060 -0.6609 4.3906
166 H 6.0954 -0.2026 6.0941
167 H 6.2176 1.9862 5.6347
168 H 8.4111 0.9119 6.1505
169 H 8.4827 2.2117 5.1282
170 H 9.9011 0.5338 4.2343
171 H 8.6311 0.7553 3.0686
172 H 9.9778 -1.9855 5.0372
173 H 8.5570 -2.8237 4.7413
174 H 8.5761 -1.4450 5.9127
175 C -0.0690 -3.0054 -3.3384
176 O -0.2904 -2.0743 -4.3739
177 C 0.2687 -0.7427 -4.2096
178 C 0.0017 -0.0757 -2.8359
179 N 0.9462 -0.6093 -1.8124
180 C 0.9609 0.2522 -0.6403
181 C -0.1519 0.1401 0.3951
182 O -0.1065 -1.0994 1.1188
183 C -1.1402 -1.1890 2.1118
184 H -0.7122 -2.6614 -2.5284
185 H 0.9987 -3.0227 -3.1195
186 H -0.4380 -4.0004 -3.5871
187 H -0.0938 -0.1488 -5.0486
188 H 1.3495 -0.7561 -4.3501
189 H -1.0408 -0.1706 -2.5319
190 H 0.2685 0.9791 -2.9011
191 H 1.8418 -0.4619 -2.2555
192 H 1.0275 1.2925 -0.9591
193 H 1.9116 0.0336 -0.1542
194 H -1.1497 0.2151 -0.0372
195 H -0.0355 1.0033 1.0503
196 H -0.9726 -2.0251 2.7907
197 H -2.1460 -1.2900 1.7039
198 H -1.2409 -0.3003 2.7348
199 C -0.0227 -1.8203 9.5859
200 O 1.2727 -1.5205 10.1428
201 C 2.1718 -2.6139 10.0223
202 C 3.5718 -2.2188 10.5771
203 N 3.3628 -1.9460 12.0207
204 C 4.5464 -1.3208 12.6475
205 C 4.1554 -1.0323 14.1773
206 O 3.0405 -0.1236 14.1232
207 C 2.8406 0.4863 15.4122
208 H 0.0136 -2.1092 8.5355
209 H -0.6311 -0.9266 9.7248
210 H -0.5782 -2.6108 10.0906
211 H 2.2343 -2.8358 8.9570
212 H 1.7944 -3.4844 10.5588
213 H 3.9575 -1.3205 10.0949
214 H 4.2337 -3.0722 10.4297
215 H 2.5459 -1.3847 12.2149
216 H 4.8620 -0.3913 12.1737
217 H 5.3316 -2.0754 12.6030
218 H 4.9847 -0.5933 14.7320
219 H 3.9124 -1.8953 14.7972
220 H 2.7853 -0.2410 16.2221
221 H 1.8845 0.9933 15.5430
222 H 3.5881 1.2342 15.6767
223 C 5.5288 -0.3791 -3.3175
224 O 4.9402 -1.0716 -2.2090
225 C 6.0058 -1.9867 -1.7949
226 C 5.7202 -2.5061 -0.3924
227 N 4.4984 -3.2894 -0.4027
228 C 4.0398 -3.6988 0.8864
229 C 4.6809 -4.9895 1.3562
230 O 4.2353 -5.1584 2.7628
231 C 4.9975 -4.4319 3.7164
232 H 4.8083 0.1930 -3.9020
233 H 6.0082 -0.9472 -4.1147
234 H 6.3038 0.3046 -2.9710
235 H 6.9469 -1.4474 -1.6870
236 H 5.9340 -2.6831 -2.6304
237 H 5.7008 -1.6233 0.2467
238 H 6.4794 -3.1908 -0.0144
239 H 3.7089 -2.8182 -0.8208
240 H 2.9714 -3.8956 0.7984
241 H 4.1950 -2.8867 1.5967
242 H 5.7588 -5.0144 1.1959
243 H 4.2422 -5.8657 0.8786
244 H 6.0768 -4.5793 3.6790
245 H 4.5827 -4.5841 4.7129
246 H 4.8552 -3.3577 3.5983
247 C 2.1076 5.9293 -3.6689
248 O 1.6348 5.0509 -4.6821
249 C 2.6378 4.8072 -5.6608
250 C 2.0074 3.8421 -6.6531
251 N 2.8872 3.6923 -7.8306
252 C 2.5836 2.5065 -8.5737
253 C 1.1807 2.6185 -9.3078
254 O 1.2604 3.6608 -10.2808
255 C 0.2446 3.5718 -11.2616
256 H 2.5737 5.3759 -2.8536
257 H 1.1995 6.3282 -3.2168
258 H 2.6952 6.7985 -3.9642
259 H 3.4331 4.2997 -5.1149
260 H 3.0149 5.6471 -6.2443
261 H 0.9751 4.0869 -6.9030
262 H 1.9355 2.8889 -6.1292
263 H 2.7232 4.5108 -8.3991
264 H 2.5715 1.5758 -8.0064
265 H 3.3041 2.3489 -9.3762
266 H 0.3916 2.8811 -8.6032
267 H 0.9133 1.6783 -9.7900
268 H 0.4727 4.4608 -11.8496
269 H -0.7622 3.7773 -10.8982
270 H 0.2462 2.6661 -11.8680
271 C -4.3240 5.9716 1.9486
272 O -3.2791 5.6528 2.8386
273 C -3.6382 4.9485 3.9968
274 C -4.4918 5.6929 4.9543
275 N -3.7530 6.9158 5.2354
276 C -4.4573 7.7660 6.2221
277 C -3.7906 9.1400 6.4580
278 O -4.0496 9.8309 5.3202
279 C -3.3336 11.0379 5.2446
280 H -3.9248 6.0085 0.9350
281 H -4.8276 6.8942 2.2372
282 H -5.0455 5.1546 1.9454
283 H -2.7103 4.7359 4.5278
284 H -4.0252 3.9589 3.7538
285 H -4.5461 5.0433 5.8278
286 H -5.4754 5.7730 4.4914
287 H -3.6648 7.4400 4.3766
288 H -4.6093 7.3093 7.2000
289 H -5.4754 8.0082 5.9172
290 H -2.7362 9.1119 6.7326
291 H -4.3560 9.6992 7.2035
292 H -2.3041 10.9615 4.8947
293 H -3.2726 11.5460 6.2071
294 H -3.8862 11.7398 4.6200

The frontier orbital gap is 8.617 eV. For the largest force on an atom, the calculation gives 3.29 eV/Å. Its LUMO energy is 0.019 eV. The total charge is 0. The total energy is -286736.82626 eV. For the HOMO energy, the calculation gives -8.598 eV.

Atomic partial charges in e from the Löwdin method, atoms 1 to 99: 0.50, -0.63, -0.68, 0.53, 0.07, 0.07, 0.07, 0.06, 0.53, -0.69, -0.63, 0.52, 0.06, 0.07, 0.07, 0.06, 0.56, -0.67, -0.71, 0.56, 0.07, 0.06, 0.06, 0.07, 0.52, -0.66, -0.70, 0.57, 0.06, 0.06, 0.07, 0.07, 0.53, -0.68, -0.70, 0.55, 0.07, 0.07, 0.07, 0.08, 0.52, -0.64, -0.68, 0.53, 0.06, 0.07, 0.07, 0.06, -0.16, -0.12, 0.06, 0.07, 0.08, 0.06, -0.13, -0.22, -0.16, -0.19, -0.05, -0.24, -0.21, -0.20, -0.11, 0.08, 0.07, 0.09, 0.11, 0.11, 0.12, 0.11, 0.09, 0.12, 0.11, 0.11, 0.12, 0.09, 0.08, 0.08, -0.09, -0.22, -0.22, -0.19, -0.03, -0.22, -0.21, -0.21, -0.08, 0.08, 0.08, 0.08, 0.12, 0.10, 0.11, 0.12, 0.08, 0.12, 0.10, 0.12, 0.11